Below is C30H45BrIrN4OP2 as an isolated structure in a non-equilibrium geometry, with properties calculated with ωB97M-V/def2-TZVPD.

```
84
Properties=species:S:1:pos:R:3:forces:R:3:mulliken_charge:R:1
C 0.024815 3.917712 -1.410374 -0.3647 0.0732 -0.8006 -0.146
C -0.407757 2.769920 -2.100968 -0.0522 0.2273 -0.0775 0.837
C -0.733291 2.869254 -3.479058 0.1738 0.8835 0.9909 -0.169
C -0.799126 4.160669 -4.030957 -0.1775 0.2426 -1.3386 -0.584
N -0.464170 5.235836 -3.321950 0.1567 -3.2861 1.3620 0.068
C -0.029030 5.146632 -2.067586 0.3973 1.4284 0.4079 -0.715
C -0.497158 1.517431 -1.384878 -1.2164 2.0889 0.9654 -1.487
C -0.993926 0.862403 -0.308398 -0.9534 1.8335 -0.3521 0.627
C -2.032587 0.779753 0.682636 0.1042 -0.2650 -0.5685 0.747
C -1.970601 -0.190529 1.713909 -0.5896 -0.6944 0.6945 0.047
C -3.136603 -0.665345 2.312886 1.1430 0.0763 -0.1357 -0.628
C -4.380027 -0.088949 1.964774 0.3940 0.0903 -0.3586 -0.083
C -4.410589 1.015596 1.084947 0.4537 0.8367 -0.6149 -0.513
C -3.252042 1.451566 0.460674 -1.0404 -0.0991 0.0272 -0.598
Ir 0.204786 -0.256761 -1.277718 1.4894 -0.1038 -0.7829 0.365
P 2.151376 -0.726063 -0.315716 2.4878 0.4197 0.4421 -0.611
H -0.947187 1.991040 -4.089889 -0.0737 0.4989 0.0825 0.529
H 0.407508 3.824832 -0.393624 -0.1434 0.3044 -0.3168 0.556
H -1.114681 4.291028 -5.072325 0.1108 0.1167 0.2788 0.451
H 0.289420 6.063475 -1.565356 -0.0817 -0.1237 -0.1995 0.452
H -3.286655 2.230763 -0.302926 -0.1340 -0.1711 0.2668 0.536
H -1.000143 -0.606309 1.994692 -0.3646 -0.0534 -0.2354 0.272
H -5.358469 1.491999 0.862368 0.0319 -0.0470 0.0037 0.530
H -3.121069 -1.512607 3.002550 0.0976 0.3651 -0.1182 0.540
C 1.760148 -1.513794 1.295299 -0.3136 -0.2306 0.1487 1.446
C 2.468495 -2.820938 1.621532 0.0082 -0.4816 0.2676 -1.424
H 0.670497 -1.665981 1.318033 0.3106 -0.0721 -0.0417 -0.347
H 1.956413 -0.726022 2.045913 0.1063 -0.3303 -0.4749 -0.810
H 2.346546 -3.047116 2.691041 0.0612 -0.0121 -0.3100 0.478
H 2.021433 -3.657253 1.068942 0.1866 0.1447 0.0876 0.239
H 3.540473 -2.810399 1.403750 -0.1801 0.0574 0.0248 0.369
C 3.055097 -1.630767 -1.645751 0.2677 -0.5373 0.3972 -0.308
C 3.777698 -0.665629 -2.591278 0.1882 0.3561 -0.2288 -1.241
H 2.319395 -2.203202 -2.220951 0.2249 -0.0682 0.1347 0.457
H 3.756095 -2.334738 -1.184389 -0.0531 -0.0887 -0.1616 0.648
H 3.953568 -1.156009 -3.559075 -0.0826 0.1217 0.3305 0.413
H 3.169741 0.233409 -2.773301 0.1579 -0.1989 -0.0940 0.224
H 4.758856 -0.335216 -2.218962 -0.4114 -0.1532 -0.0128 0.324
C 3.353051 0.551254 0.242342 -0.3427 0.4095 -0.1189 0.438
C 4.660003 -0.056447 0.758511 0.2568 -0.0593 0.0741 -1.264
H 2.850441 1.118959 1.041992 0.4077 -0.4116 -0.6595 -0.076
H 3.523935 1.247248 -0.588962 0.0687 -0.1730 0.1628 0.601
H 5.312294 0.749682 1.129785 -0.1840 -0.2827 -0.1939 0.452
H 4.489365 -0.746042 1.600169 0.0431 0.1739 -0.2659 0.162
H 5.209409 -0.601630 -0.024921 -0.1605 0.1858 0.3510 0.284
Br -5.934073 -0.799597 2.553952 -0.2857 -0.1226 0.2482 0.140
P -1.180583 -1.802884 -1.898407 -3.5002 -1.3407 2.5325 0.624
C -0.133076 -3.188213 -0.996632 0.8882 -0.7641 -0.7916 0.751
C -0.227207 -4.635434 -1.433184 0.0914 -0.6177 0.0702 -1.918
H -0.456149 -3.097405 0.052623 -0.1432 0.4084 -0.5619 0.175
H 0.926337 -2.888576 -1.039313 -0.6415 -0.0492 -0.2134 -0.450
H 0.714015 -5.131910 -1.158728 -0.2175 0.0369 -0.0976 0.438
H -1.027941 -5.158660 -0.897688 0.1634 0.0579 -0.3438 0.475
H -0.350352 -4.741692 -2.514401 0.0262 -0.1277 0.2048 0.406
C -2.732917 -2.344461 -0.955868 0.5508 0.4696 0.0828 -0.610
C -3.256504 -3.495147 -1.804514 -0.2876 -0.3970 -0.1772 -1.082
H -3.446739 -1.514751 -0.877183 0.0670 -0.2201 -0.0719 0.466
H -2.474229 -2.630949 0.070151 -0.0348 -0.1793 -0.2627 0.576
H -4.075048 -4.021165 -1.307326 0.0614 0.0171 -0.0807 0.418
H -3.615866 -3.145393 -2.778122 -0.0047 -0.2038 0.4274 0.067
H -2.462183 -4.223342 -2.008347 -0.4330 0.1211 0.0782 0.193
C -2.361213 -0.769484 -3.120647 0.6813 0.3588 -1.0574 0.568
C -3.112212 -1.374416 -4.302931 -0.1785 -0.1759 -0.1445 -1.515
H -1.723939 0.061829 -3.457473 -0.0083 -0.5023 0.0090 -0.435
H -3.102481 -0.329585 -2.429599 0.7172 -0.4138 0.2011 0.287
H -3.278586 -0.572110 -5.031201 0.0520 -0.1633 0.0477 0.392
H -2.567569 -2.178480 -4.806015 -0.1143 0.1769 0.0401 0.367
H -4.105801 -1.738466 -4.003363 0.4399 0.0748 -0.1714 0.455
C -0.551891 3.917633 2.763514 -0.3990 0.7621 0.0811 -0.749
N 0.376172 2.978116 3.385183 -1.0641 0.4472 1.6225 0.184
C 0.356272 2.763882 4.725198 -0.9205 1.5506 -1.7568 0.022
C 1.209848 1.854006 5.269875 0.2465 -0.4152 1.1694 -0.942
C 2.055402 1.138187 4.377306 1.9095 -1.8107 -1.0024 0.905
N 2.015178 1.289406 3.055686 -0.4939 0.6902 0.9359 -0.237
C 1.195468 2.234966 2.531268 1.2978 -1.2934 -2.3693 0.230
O 1.127965 2.431603 1.298054 -0.4558 0.1308 2.3698 -0.355
N 2.927248 0.225922 4.860778 -0.6987 0.8630 -0.5931 -0.307
H -1.399671 3.391513 2.303822 0.2886 -0.0473 0.1713 0.226
H -0.032975 4.486118 1.989729 -0.0147 -0.1436 0.2063 0.298
H -0.920887 4.604506 3.530897 0.0362 -0.1589 -0.1754 0.423
H -0.348266 3.388386 5.283206 0.3136 -0.3466 -0.0008 0.505
H 1.246507 1.663881 6.341503 -0.1058 0.1636 -0.1660 0.467
H 3.570877 -0.231877 4.213525 -0.2737 0.2329 0.3109 0.198
H 3.061351 0.081356 5.847223 0.0360 -0.0596 0.1895 0.260
```
Forces are in eV/Å.

Results
net charge: +4
relative energy (zero: lowest compared OMol25 entry of this formula, charge and spin): 103.1 kcal/mol
orbital gap (alpha / beta): 5.558 / 3.941 eV
2S+1: 6